The following is a DFT calculation (ωB97M-V/def2-TZVPD) of a molecular structure, C19H14BrIrN6O7.

The calculation puts the energy at -116084.036 eV. The net charge is -1. Its HOMO energy (alpha / beta) is -5.039 / -4.906 eV. The value obtained for the energy above the lowest of the compared OMol25 structures with the same formula, charge and spin is 123.4 kcal per mole. The orbital gap (alpha / beta) comes out at 4.84 / 4.77 eV. As for the spin multiplicity: 2. The LUMO energy (alpha / beta) comes out at -0.197 / -0.139 eV. As for the expectation value of S²: 0.7610. The calculation puts the molar mass at 710.48 g mol⁻¹.

```
48
Properties=species:S:1:pos:R:3:mulliken_charge:R:1
Ir 0.284 -0.245 0.092 3.194
N -0.927 1.289 -1.329 -0.569
C -0.799 2.656 -0.864 -0.377
C -0.994 2.688 0.656 0.418
O -1.688 3.530 1.202 -0.692
N -0.281 1.722 1.278 -0.302
C -0.392 1.588 2.634 -0.798
C -1.359 0.149 2.951 0.712
O -1.991 0.311 3.954 -0.671
O -1.167 -0.697 2.112 -0.565
H -0.543 1.145 -2.256 0.237
H -1.883 0.950 -1.295 0.316
H -1.517 3.351 -1.324 0.346
H 0.217 3.008 -1.070 0.159
H -0.912 2.400 3.149 0.404
H 0.526 1.270 3.124 0.174
O -2.317 -3.184 -1.806 -0.731
C -1.405 -2.511 -1.349 0.301
O -1.476 -1.326 -0.926 -0.712
C 0.004 -3.132 -1.313 0.511
C 0.245 -4.380 -1.880 -0.775
C 1.531 -4.888 -1.840 -0.165
C 2.524 -4.131 -1.237 -0.846
C 2.191 -2.898 -0.695 -0.196
N 0.959 -2.419 -0.735 -0.022
H -0.582 -4.909 -2.328 0.490
H 1.756 -5.856 -2.265 0.426
H 3.541 -4.491 -1.191 0.387
H 2.930 -2.278 -0.210 0.391
Br 5.535 2.863 -6.717 -0.222
C 4.690 2.275 -5.110 0.150
C 5.407 2.278 -3.927 -0.513
C 4.786 1.847 -2.769 -0.239
C 3.466 1.414 -2.799 0.154
C 2.769 1.414 -4.001 -0.201
C 3.374 1.849 -5.165 -0.612
C 2.790 0.934 -1.515 0.301
O 3.362 1.091 -0.448 -0.701
O 1.659 0.401 -1.720 -1.105
H 6.435 2.613 -3.910 0.420
H 5.315 1.834 -1.828 0.489
H 1.750 1.057 -4.014 0.323
H 2.833 1.856 -6.101 0.419
N 1.854 -0.644 1.424 -0.657
C 2.653 -0.289 2.211 0.628
N 3.511 -0.166 3.094 -0.607
C 4.114 0.731 3.774 0.511
N 4.709 1.449 4.457 -0.585
```

---

The following is a DFT calculation (ωB97M-V/def2-TZVPD) of 3 unconnected molecules or ions with the total composition C6H12O.

The calculation puts the energy at -8460.892 eV. The net charge is 0. Its HOMO energy is -7.954 eV. The value obtained for the energy above the lowest of the compared OMol25 structures with the same formula, charge and spin is 79.8 kcal per mole. The orbital gap comes out at 8.89 eV. The LUMO energy comes out at 0.940 eV. The calculation puts the molar mass at 100.16 g mol⁻¹.

```
19
Properties=species:S:1:pos:R:3:mulliken_charge:R:1
C -0.572 -0.607 0.329 0.439
C -1.969 -0.961 -0.088 -1.373
C -0.803 1.684 -0.669 -1.527
C 2.322 -0.153 0.342 -1.314
C -0.012 0.645 0.089 1.053
C 1.378 0.846 0.253 -0.262
O -0.196 -1.353 1.429 -0.518
H 0.499 -0.885 1.908 0.380
H 0.599 -1.483 -0.823 -0.021
H 1.733 1.858 0.080 0.283
H -2.700 -0.342 0.438 0.339
H -2.104 -0.825 -1.161 0.313
H -2.174 -1.999 0.163 0.391
H -0.198 2.571 -0.852 0.405
H -1.696 1.989 -0.117 0.297
H -1.127 1.313 -1.645 0.315
H 2.201 -1.083 0.879 0.382
H 3.368 0.124 0.295 0.282
H 1.451 -1.338 -0.849 0.137
```

---

The following is a DFT calculation (ωB97M-V/def2-TZVPD) of C16H18N2O3S in the gas phase.

The calculation puts the energy at -36841.968 eV. Its SMILES is CCCSC1=C(C#N)[C@H](c2ccc(O)c(OC)c2)CC(=O)N1. The net charge is 0. Its HOMO energy is -8.223 eV. The value obtained for the energy above the lowest of the compared OMol25 structures with the same formula, charge and spin is 39.0 kcal per mole. The orbital gap comes out at 8.65 eV. The LUMO energy comes out at 0.424 eV. The calculation puts the molar mass at 318.40 g mol⁻¹.

```
40
Properties=species:S:1:pos:R:3:mulliken_charge:R:1
C -6.531 -0.038 -0.499 -1.278
C -5.381 0.451 0.372 -0.174
C -4.300 1.102 -0.480 -0.994
S -2.872 1.707 0.506 -0.147
C -1.692 0.411 0.319 0.830
C -0.366 0.651 0.424 -0.018
C 0.136 1.940 0.652 -0.740
N 0.567 2.986 0.848 -0.583
C 0.610 -0.506 0.350 0.392
C 1.970 -0.048 -0.121 -0.247
C 2.101 0.671 -1.297 -0.414
C 3.347 1.079 -1.737 -1.113
C 4.480 0.773 -1.006 0.462
O 5.702 1.170 -1.442 -0.619
C 4.355 0.047 0.191 1.057
O 5.544 -0.199 0.839 -0.523
C 5.502 -0.876 2.070 -0.864
C 3.105 -0.357 0.622 -0.247
C 0.047 -1.572 -0.598 -0.842
C -1.383 -1.935 -0.275 0.266
O -1.861 -3.038 -0.377 -0.638
N -2.160 -0.871 0.110 0.021
H -7.304 -0.490 0.117 0.364
H -6.970 0.789 -1.051 0.326
H -6.184 -0.782 -1.213 0.339
H -5.747 1.182 1.096 0.304
H -4.973 -0.389 0.940 0.303
H -4.692 1.997 -0.963 0.554
H -3.921 0.431 -1.250 0.434
H 0.706 -0.939 1.355 0.431
H 1.227 0.931 -1.876 0.408
H 3.459 1.644 -2.648 0.393
H 6.358 0.884 -0.792 0.343
H 6.535 -0.934 2.409 0.248
H 4.909 -0.327 2.808 0.341
H 5.101 -1.888 1.957 0.331
H 2.996 -0.913 1.541 0.420
H 0.061 -1.192 -1.624 0.434
H 0.655 -2.477 -0.570 0.375
H -3.134 -1.073 0.293 0.066
```